Density functional theory data (ωB97M-V with the def2-TZVPD basis set) for a cluster of 8 separate species, C28H65N8O14P in total at a distorted geometry.

```
116
Properties=species:S:1:pos:R:3:forces:R:3
H 8.087 0.954 -1.514 0.2 -0.1 0.0
O 4.772 1.872 -6.848 0.4 -0.4 0.1
H -1.231 1.680 4.801 -0.1 0.1 0.1
H -1.188 -1.879 2.413 0.1 -0.1 0.0
C -0.518 2.502 4.709 0.2 -0.3 -0.2
H -3.117 9.817 4.815 -0.1 0.0 0.0
N -0.030 2.573 3.343 -0.1 0.1 0.1
C -2.151 -3.635 4.569 -0.3 0.1 0.2
H -2.540 8.816 6.153 0.1 -0.1 0.0
H -1.009 3.426 4.993 0.0 0.0 0.0
H -4.220 8.674 5.620 0.0 0.1 0.0
H 6.807 2.122 -0.008 -0.4 -0.3 0.1
H 8.107 2.223 -2.692 -0.1 0.0 -0.4
H -3.136 6.860 2.591 -0.1 -0.1 0.0
H 4.383 -5.839 -5.362 0.0 0.0 -0.1
H -0.676 -7.259 -1.948 0.0 0.0 0.0
O 3.242 -4.114 -8.679 0.0 0.0 0.0
H 4.004 4.369 -0.386 -0.3 0.2 0.3
H -9.642 -3.849 4.396 0.0 -0.1 0.0
H 5.916 -4.964 -5.537 0.0 -0.1 0.2
H -6.225 2.396 3.590 0.0 -0.1 0.0
H -4.950 3.111 4.588 0.1 0.1 -0.1
C -6.395 -2.755 2.975 0.1 0.1 0.0
C 5.613 3.366 -1.333 -0.3 0.0 0.6
H -6.328 -3.072 4.017 0.0 -0.1 0.0
O -2.976 -0.129 4.237 0.0 0.0 0.0
C -0.825 4.850 2.970 0.3 -0.1 -0.1
C 4.830 -4.862 -5.510 0.0 0.5 -0.2
C -4.393 2.846 2.557 0.1 0.0 0.0
H -1.851 4.624 3.249 0.1 0.0 0.1
C -0.650 -5.877 -4.051 0.0 0.0 0.0
H 5.508 4.339 0.574 -0.1 0.1 0.3
O 0.331 3.511 1.341 -0.1 0.0 0.0
H -0.881 -0.202 2.878 -0.1 0.0 0.0
H -0.231 -1.515 3.871 0.0 -0.1 -0.1
H -5.809 0.600 2.196 0.0 0.0 0.0
C -5.290 0.864 1.288 0.4 0.3 -0.3
H -0.294 5.266 3.823 -0.1 0.0 0.1
O -3.688 3.849 2.546 -0.2 0.0 0.0
H -0.602 -9.023 -2.085 -0.1 0.1 0.1
C 3.519 -4.760 -7.678 0.0 0.0 -0.2
H -0.239 -5.343 -3.193 -0.1 0.0 0.1
N -3.469 7.611 3.178 0.0 0.2 0.1
H 2.745 1.869 1.445 -0.1 -0.1 0.2
H 7.654 3.388 -0.807 0.2 0.1 0.2
H 6.068 1.438 -3.619 -0.3 -0.1 -0.3
H 5.558 0.731 -2.072 -0.3 -0.2 0.0
H -6.391 -3.631 2.326 0.0 -0.1 0.1
H -8.172 -4.426 3.596 0.0 0.0 0.0
H -9.627 -1.922 2.825 0.0 0.0 0.0
N -8.838 -2.526 2.994 0.2 -0.1 0.0
C 7.451 1.672 -2.026 0.4 -0.2 0.6
P 5.859 -1.371 -3.866 0.2 -0.7 1.0
O -1.827 7.006 4.568 0.0 0.3 0.3
O 0.776 -7.068 -5.558 -0.2 -0.1 0.2
C -5.151 2.408 3.784 0.0 0.1 0.1
O 5.625 -2.543 -3.070 0.0 -1.6 0.4
H -2.853 -4.343 4.124 0.1 -0.1 0.0
H 4.559 -4.212 -4.678 0.1 -0.2 0.2
O 6.915 -0.425 -3.139 -0.8 1.0 -1.0
H 4.917 2.777 -1.927 0.0 -0.2 -0.1
O 4.439 2.600 0.624 -0.2 0.3 0.1
C -3.195 8.837 5.288 0.0 0.0 0.0
C -2.765 7.749 4.331 0.0 -0.2 -0.1
C 6.892 2.627 -0.961 0.4 0.3 -0.6
N 5.684 1.353 -6.345 -0.3 0.5 0.1
O -7.591 -0.774 2.366 -0.1 -0.1 0.0
H -9.708 -4.405 2.716 0.0 -0.1 0.0
C -1.077 -1.200 3.259 0.0 0.1 0.0
H -4.620 0.047 1.008 -0.1 -0.1 0.0
C 6.389 0.882 -2.749 0.6 0.3 0.4
H -1.901 -3.982 5.573 0.1 -0.1 -0.1
C -0.031 -8.098 -2.186 0.3 -0.3 -0.2
H 5.835 4.260 -1.909 0.1 0.2 -0.2
O 4.481 -0.618 -4.097 0.3 0.7 -0.9
C -9.097 -3.879 3.451 -0.3 0.3 -0.1
H 2.364 -6.115 -6.478 0.1 -0.1 -0.1
N 4.382 -4.257 -6.754 -0.1 -0.2 0.0
C 2.936 -6.123 -7.403 0.1 0.2 -0.1
H 0.445 1.771 2.961 0.0 0.0 0.0
C 6.915 -0.600 -6.083 0.3 0.1 -0.7
C -4.604 8.385 2.717 0.2 -0.3 -0.2
H -4.365 8.855 1.762 -0.1 0.1 0.0
H 2.859 1.532 -0.264 0.2 0.0 -0.2
H -3.985 2.425 0.662 0.0 0.0 0.0
H 4.738 -3.345 -6.992 0.0 0.0 0.0
H -1.645 -6.249 -3.806 0.0 0.0 0.1
O 5.833 0.015 -6.783 -0.1 -0.3 0.1
H 2.269 -6.391 -8.216 0.0 0.1 0.0
H -3.613 -2.222 5.179 0.0 0.0 0.0
C -2.343 -1.160 4.079 0.0 0.1 0.0
H 4.288 -0.475 -5.038 -0.1 0.0 0.2
N -4.514 2.081 1.448 -0.1 0.0 0.1
C 4.845 3.759 -0.066 0.5 -0.2 -0.9
H 0.797 -8.122 -1.476 -0.1 0.0 0.1
H -1.248 -3.611 3.970 0.0 0.0 0.0
N -2.764 -2.322 4.645 0.1 0.0 -0.1
H -6.022 1.003 0.491 -0.1 -0.1 0.1
C -7.642 -1.931 2.751 -0.1 0.1 0.0
H -5.527 -2.143 2.741 0.0 0.1 0.0
H -0.731 -5.186 -4.884 0.1 0.0 -0.1
H -4.820 1.417 4.094 -0.1 0.0 0.0
H 0.319 2.319 5.388 -0.1 0.1 0.1
N 0.488 -7.990 -3.537 -0.1 0.1 0.0
H -5.462 7.725 2.573 -0.1 0.1 0.0
H -0.835 5.592 2.177 0.1 0.0 -0.1
H 2.426 3.147 0.315 0.1 0.3 0.0
H 1.101 -8.717 -3.870 0.0 0.0 0.0
H 3.730 -6.869 -7.341 0.0 0.0 0.1
C 3.062 2.289 0.497 -0.1 -0.4 0.3
C 0.258 -7.014 -4.453 0.1 0.0 -0.1
H 7.614 -0.976 -6.818 0.0 -0.2 -0.2
O 6.473 -1.694 -5.321 -0.2 0.8 0.2
H 7.413 0.170 -5.500 0.0 0.0 0.4
H -4.869 9.157 3.432 0.0 0.0 0.0
C -0.132 3.613 2.473 -0.1 0.1 -0.2
```
Positions in Å, forces in eV/Å.

Output
strongest force on any atom: 1.68 eV/Å
structure (SMILES): COCCCCCO[P@@](=O)(O)OCON=O.CNC(C)=O.CNC(C)=O.CNC(C)=O.CNC(C)=O.CNC(C)=O.CNC(C)=O.CNC(C)=O
energy relative to the best compared isomer or geometry (same formula, charge and spin): 10.66 kJ/mol
E_tot: -79966.839 eV
HOMO: -8.714 eV

Density functional theory data (ωB97M-V with the def2-TZVPD basis set) for a cluster of 7 separate species, C28H66BIO16 in total at a distorted geometry.

```
112
Properties=species:S:1:pos:R:3:forces:R:3
O -1.104 -0.160 -0.184 -0.3 -0.6 0.7
H 3.615 2.632 1.466 -0.1 0.4 -0.2
H 2.884 -7.764 -1.549 0.0 0.0 0.0
O 6.176 2.790 3.390 -0.1 -0.2 -0.1
H 1.108 -10.496 -7.588 0.0 0.0 0.0
H 1.535 -6.819 -3.442 0.1 0.0 0.0
B 0.236 3.094 0.718 -0.1 0.4 0.3
H -9.620 3.824 3.197 0.0 0.0 0.0
C -1.020 4.239 3.859 0.3 -0.4 -0.2
O 0.140 -0.271 -2.444 0.1 0.2 -0.1
H -0.098 4.327 4.421 0.2 0.2 0.1
H -3.072 0.901 1.252 0.1 0.0 0.2
H -4.645 1.807 2.751 0.3 0.1 -0.1
H -0.884 -5.223 -3.785 0.0 -0.2 -0.1
O -8.994 1.717 1.632 0.2 0.1 0.0
C 3.133 -10.130 -6.905 -0.1 -0.2 0.2
H 13.876 0.088 2.577 0.0 0.0 0.0
C 13.291 0.938 2.931 -0.1 0.0 0.1
H 1.501 -11.234 -6.028 0.0 0.0 -0.1
H -4.094 -0.120 0.219 0.0 -0.3 0.2
H -0.500 -7.580 -2.673 0.0 0.0 0.1
H 6.483 1.581 1.795 0.0 0.1 0.1
H 0.462 -4.003 -1.773 0.2 0.3 0.2
O 0.026 0.673 1.516 -0.5 -0.4 0.4
O -9.519 6.774 1.242 0.1 -0.1 -0.1
O -0.145 -4.717 -1.956 -0.2 -0.3 -0.2
H 12.792 0.658 3.858 0.0 0.0 0.0
C -5.882 0.124 2.282 0.0 0.1 -0.5
H -1.813 4.001 4.555 -0.2 0.1 0.2
H 1.644 0.215 -0.721 0.0 -0.2 0.0
C 3.019 1.888 1.977 0.3 -0.5 0.2
H -11.120 3.080 2.656 0.0 0.0 -0.1
C 8.356 2.515 2.326 -0.2 0.0 0.1
H 1.227 -9.499 -6.127 0.0 0.0 0.0
H 3.567 -10.984 -7.436 0.0 0.1 -0.1
H 12.772 1.647 0.959 0.0 -0.1 0.0
H -1.219 5.176 3.357 -0.2 0.2 0.0
H 3.712 -10.716 -5.144 0.0 -0.1 0.1
H 3.635 1.522 2.791 0.1 0.0 0.2
C 1.654 -10.352 -6.655 0.0 0.1 0.0
C -3.084 1.435 -0.826 -0.5 0.4 -0.2
H 13.978 1.756 3.161 0.0 0.0 -0.1
C -0.914 -4.373 -3.108 0.2 -0.2 0.3
H -1.075 -0.111 -4.114 -0.2 0.2 0.2
H -6.605 -0.127 1.512 -0.2 -0.2 0.0
H -0.595 -3.263 -4.895 0.0 0.0 -0.2
H -10.155 2.843 0.346 0.0 0.1 0.0
H -6.230 2.198 2.140 -0.1 0.3 -0.3
H 11.578 0.559 1.679 -0.1 0.0 0.0
C -5.388 1.532 1.994 -0.2 -0.4 1.0
O 3.838 -9.929 -5.680 0.0 0.2 -0.1
C 2.684 0.731 1.058 0.5 0.5 -0.3
C 1.375 -7.848 -3.099 -0.1 0.1 0.2
H -1.943 -4.227 -2.793 -0.2 0.2 -0.1
C -8.103 6.907 1.121 -0.1 0.2 0.2
H 0.439 -0.986 -4.315 0.2 -0.1 -0.1
C 12.272 1.370 1.893 0.1 0.2 0.1
H -7.643 5.843 2.937 0.0 0.0 0.0
H 12.072 3.198 2.534 0.0 0.1 0.0
O -4.882 1.717 0.700 0.0 0.3 -0.2
C -0.747 1.134 -0.611 1.0 -0.5 -1.1
H 2.378 -0.147 1.602 -0.2 -0.2 0.1
I 4.556 0.114 0.129 -0.2 -0.2 0.0
H -9.736 1.168 1.894 -0.1 -0.1 0.0
H 1.249 -7.350 -1.004 0.0 0.1 0.0
H -6.328 6.881 2.358 0.0 0.0 0.0
H -8.649 3.578 0.912 0.0 0.0 0.0
O -1.044 -1.992 -3.341 0.0 0.2 0.1
C -0.890 3.116 2.839 -0.7 -0.1 0.1
O 1.118 3.933 0.053 -0.5 -0.7 -0.7
H 6.475 3.642 3.720 0.0 0.1 0.1
C -0.730 -0.368 1.110 -0.6 -1.9 1.3
H -3.702 2.234 -1.222 0.0 0.2 0.0
C -0.387 -0.801 -3.629 0.2 -0.4 0.0
H 8.724 3.472 2.703 0.0 0.0 -0.1
H -1.081 1.385 -2.709 -0.2 -0.1 -0.2
C -3.773 0.901 0.415 0.0 -0.1 -0.3
H 8.859 2.306 1.383 0.0 0.0 0.0
H -5.087 -0.614 2.267 0.2 -0.1 0.0
C 6.849 2.542 2.153 0.1 0.2 0.2
H -10.628 4.653 1.999 0.0 0.0 0.0
H 3.293 -9.238 -7.509 0.1 0.0 0.0
H -7.775 6.107 0.458 -0.1 0.0 0.0
H 0.682 -3.112 -3.700 0.2 0.2 0.1
C -0.257 1.022 -2.100 -0.4 0.4 0.8
O -1.033 -1.347 1.788 0.8 2.8 -1.9
C -9.509 2.983 1.218 -0.2 -0.1 0.1
H -6.368 0.079 3.249 -0.1 0.1 0.2
H -7.867 7.863 0.643 0.1 0.0 0.0
C 0.360 1.525 0.403 0.3 0.2 0.0
C -0.402 -3.153 -3.826 -0.2 -0.3 -0.3
O -0.708 3.653 1.520 0.8 -0.1 0.4
H -0.079 2.452 3.116 0.2 -0.1 -0.1
H 0.570 1.720 -2.215 0.1 0.2 -0.1
C -10.266 3.681 2.330 0.0 -0.1 0.1
H 8.642 1.752 3.050 0.0 0.0 0.0
H -3.032 0.679 -1.603 0.3 -0.2 -0.1
H 6.559 3.307 1.423 0.0 -0.1 -0.1
H 1.663 -9.031 -1.324 0.0 0.0 0.0
C 1.826 -8.006 -1.660 0.0 0.0 0.0
H -1.785 2.499 2.837 -0.2 0.0 -0.1
H 0.621 4.489 -0.552 0.1 0.7 0.1
C -7.410 6.799 2.466 -0.1 -0.1 0.0
O 11.480 2.464 2.350 0.0 -0.2 0.0
H -9.834 7.480 1.812 0.0 0.1 0.0
H 2.129 2.331 2.416 -0.2 0.1 0.0
H -7.750 7.589 3.140 0.0 0.0 0.0
H 2.224 1.850 -0.686 -0.1 0.3 -0.1
H 1.938 -8.515 -3.751 -0.1 0.0 -0.1
C 1.749 1.087 -0.082 0.0 -0.5 -0.1
O -1.813 2.015 -0.554 0.1 0.2 0.3
O -0.006 -8.177 -3.243 0.1 -0.1 -0.2
```
Positions in Å, forces in eV/Å.

Output
strongest force on any atom: 3.48 eV/Å
structure (SMILES): CCOCCO[C@]1(COCOCCO)OC(=O)O[C@]1(C[C@H](C)I)B(O)OCC.CCO.CCO.CCO.CCO.CCO.CCO
E_tot: -71642.335 eV
HOMO: -9.234 eV